C3H11N3O | ωB97M-V with the def2-TZVPD basis set

Results
HOMO level: -0.2786 hartree
molar mass: 105.14 g/mol
SMILES string: N/C=C/N.NCO
E: -9806.44054 eV
energy relative to the best compared isomer or geometry (same formula, charge and spin): 150.6 kJ/mol
gap between HOMO and LUMO: 8.54 eV

```
18
C3H11N3O, DFT ωB97M-V with the def2-TZVPD basis set
N 0.01 -2.79 -0.93
C 0.45 -1.56 -0.43
C 0.70 -1.30 0.85
N 1.15 -0.06 1.38
H -0.48 -2.76 -1.81
H -0.44 -3.38 -0.25
H 0.61 -0.80 -1.19
H 0.55 -2.12 1.55
H 1.90 0.36 0.85
H 1.38 -0.13 2.36
N -1.51 1.27 -0.78
C -0.35 2.09 -0.60
O -0.23 2.70 0.67
H -1.45 0.38 -0.29
H -2.34 1.75 -0.49
H 0.53 1.48 -0.82
H -0.39 2.88 -1.35
H -0.08 1.98 1.29
```

Löwdin atomic charge list, values in e, 8 entries: N 0.023; C -0.248; C -0.225; N 0.010; H 0.073; H 0.077; H 0.102; H 0.104